Entry 1:
Computed, not measured: a single C4H5N3 molecule at a distorted geometry, with the ωB97M-V functional and the def2-TZVPD basis.

```
12
Properties=species:S:1:pos:R:3:forces:R:3
C 2.249448 0.299613 0.075964 0.47 -0.75 -0.12
C -1.154962 -0.314865 -0.254402 -0.56 2.31 2.12
C -2.184717 -1.131857 -0.026463 0.27 0.44 -0.90
N 0.169914 -0.695326 -0.191997 3.04 1.45 -0.02
N 0.830580 0.392897 -0.065274 -0.74 -2.53 -0.24
C -1.092376 1.212175 0.004585 -2.92 -0.60 -1.20
N -1.437175 2.314224 0.098098 0.42 -0.60 0.15
H 2.699436 0.966068 -0.660374 0.03 0.05 0.10
H 2.602139 -0.724899 -0.070110 0.05 0.06 0.00
H 2.531168 0.634764 1.075861 -0.08 0.15 -0.06
H -2.017621 -2.195239 0.057372 0.05 -0.04 -0.15
H -3.195834 -0.757556 -0.043260 -0.03 0.08 0.32
```
Forces are in eV/Å.

Kohn-Sham gap ... 9.2 eV
ΔE to the lowest compared entry with this formula, charge and spin ... 91.52 kcal/mol
HOMO level ... -9.92 eV
SMILES ... C=C(C#N)/N=N/C

In elementary charge units, the Löwdin charges are:
1 C -0.081
2 C -0.322
3 C 0.112
4 N 0.067
5 N -0.060
6 C -0.242
7 N 0.124
8 H 0.086
9 H 0.078
10 H 0.089
11 H 0.072
12 H 0.076


Entry 2:
Computed, not measured: a single C4H5N3 molecule at a distorted geometry, with the ωB97M-V functional and the def2-TZVPD basis.

```
12
Properties=species:S:1:pos:R:3:forces:R:3
N -1.938787 0.062838 -0.526129 -0.32 -0.30 0.56
C -0.632318 -0.045991 -0.099861 -0.16 0.03 0.91
C 0.100166 1.010822 0.373807 -0.07 0.98 -0.80
N 1.363554 1.032966 -0.069418 0.93 0.21 0.95
C 1.987761 -0.111265 -0.193089 0.15 0.16 0.12
N 1.462920 -1.216972 0.367095 -0.38 0.12 -0.21
C 0.144531 -1.114139 0.469185 -0.30 -0.77 -0.68
H -2.259722 1.022286 -0.456145 -0.01 -0.15 -0.17
H -2.183704 -0.323666 -1.432624 0.21 -0.28 0.48
H -0.317812 1.735349 1.069928 0.13 0.71 -0.66
H 2.967540 -0.122205 -0.660516 -0.11 -0.11 0.14
H -0.390578 -1.763743 1.157771 -0.07 -0.58 -0.64
```
Forces are in eV/Å.

Kohn-Sham gap ... 8.9 eV
ΔE to the lowest compared entry with this formula, charge and spin ... 64.26 kcal/mol
HOMO level ... -8.51 eV
SMILES ... Nc1cncnc1

In elementary charge units, the Löwdin charges are:
1 N 0.112
2 C -0.301
3 C -0.128
4 N 0.083
5 C -0.258
6 N 0.046
7 C -0.106
8 H 0.093
9 H 0.103
10 H 0.128
11 H 0.107
12 H 0.120


Entry 3:
Computed, not measured: a single C4H5N3 molecule, with the ωB97M-V functional and the def2-TZVPD basis.

```
12
Properties=species:S:1:pos:R:3:forces:R:3
N 2.268214 -0.275148 -0.181607 0.12 0.03 -0.08
C 0.927080 -0.124577 -0.062744 0.07 0.16 0.07
N 0.210672 -1.236659 0.140398 -0.20 0.56 0.54
C -1.083234 -1.010715 0.332418 -0.06 -0.21 0.00
C -1.727743 0.197258 0.086992 0.23 -0.11 -0.03
C -0.867482 1.267206 -0.105746 0.10 0.01 -0.08
N 0.454304 1.130612 -0.086256 0.02 0.03 -0.42
H 2.814942 0.530339 -0.422508 0.02 -0.04 -0.05
H 2.650064 -1.199251 -0.277873 -0.05 0.09 0.04
H -1.602750 -1.834945 0.785395 -0.50 -0.45 -0.37
H -2.809824 0.273839 0.047463 0.25 0.09 0.28
H -1.234242 2.282045 -0.255930 0.01 -0.15 0.10
```
Forces are in eV/Å.

Kohn-Sham gap ... 9.7 eV
ΔE to the lowest compared entry with this formula, charge and spin ... 4.35 kcal/mol
HOMO level ... -8.77 eV
SMILES ... Nc1ncccn1

In elementary charge units, the Löwdin charges are:
1 N 0.139
2 C -0.477
3 N 0.113
4 C -0.150
5 C -0.072
6 C -0.148
7 N 0.101
8 H 0.094
9 H 0.097
10 H 0.101
11 H 0.096
12 H 0.107


Entry 4:
Computed, not measured: a single C4H5N3 molecule at a distorted geometry, with the ωB97M-V functional and the def2-TZVPD basis.

```
12
Properties=species:S:1:pos:R:3:forces:R:3
C -1.247054 -0.227062 0.765817 -1.45 0.27 -0.74
C -1.042159 -0.107242 -0.900296 -6.14 -0.76 -0.07
C 2.190247 0.465803 0.138535 -8.29 -4.73 -0.13
C 0.274982 -0.306082 0.689933 -0.23 0.90 6.45
H -1.644753 -1.224526 1.014539 -0.57 0.86 0.29
H -1.797143 0.728179 1.168755 1.39 -2.18 -0.33
H -1.388375 0.877856 -1.350469 0.61 -1.29 0.58
H -1.607359 -1.028129 -1.413898 1.74 2.02 0.67
H 3.125723 0.797222 0.141361 3.70 1.19 0.08
N 0.257388 -0.197143 -0.541624 6.32 0.55 -5.25
N 1.452217 0.242443 -0.991232 1.89 1.59 -0.40
N 1.426287 -0.021318 1.278580 1.02 1.58 -1.14
```
Forces are in eV/Å.

Kohn-Sham gap ... 10.7 eV
ΔE to the lowest compared entry with this formula, charge and spin ... 95.65 kcal/mol
HOMO level ... -9.83 eV
SMILES ... c1nc2n(n1)CC2

In elementary charge units, the Löwdin charges are:
1 C 0.004
2 C -0.093
3 C -0.089
4 C -0.411
5 H 0.093
6 H 0.141
7 H 0.133
8 H 0.149
9 H 0.047
10 N -0.193
11 N 0.100
12 N 0.119


Entry 5:
Computed, not measured: a single C4H5N3 molecule at a distorted geometry, with the ωB97M-V functional and the def2-TZVPD basis.

```
12
Properties=species:S:1:pos:R:3:forces:R:3
C -1.747807 0.025306 0.084165 -0.14 -0.02 0.09
N -0.409586 0.080507 -0.473686 0.03 0.14 -0.24
C 0.792217 -0.251599 0.242558 -0.32 -0.02 0.01
C 1.650919 -0.991802 -0.721680 0.39 -0.48 -0.86
N 2.161241 -1.520593 -1.614620 -0.33 0.50 1.10
C 1.535197 0.922630 0.780094 0.64 0.76 0.34
N 2.120743 1.850079 1.147190 -0.70 -0.95 -0.34
H -1.917743 -0.916350 0.618844 0.23 0.14 -0.06
H -2.432592 0.011304 -0.768364 0.00 0.07 0.18
H -2.036620 0.857738 0.744952 0.22 -0.12 -0.08
H -0.247983 0.832356 -1.126134 -0.18 -0.02 -0.01
H 0.532017 -0.899580 1.086681 0.14 -0.02 -0.13
```
Forces are in eV/Å.

Kohn-Sham gap ... 10.6 eV
ΔE to the lowest compared entry with this formula, charge and spin ... 49.08 kcal/mol
HOMO level ... -10.04 eV
SMILES ... CNC(C#N)C#N

In elementary charge units, the Löwdin charges are:
1 C -0.104
2 N -0.095
3 C -0.337
4 C -0.161
5 N 0.165
6 C -0.158
7 N 0.163
8 H 0.084
9 H 0.083
10 H 0.080
11 H 0.126
12 H 0.154


Entry 6:
Computed, not measured: a single C4H5N3 molecule at a distorted geometry, with the ωB97M-V functional and the def2-TZVPD basis.

```
12
Properties=species:S:1:pos:R:3:forces:R:3
C -0.629555 -0.059414 -0.209884 0.92 -0.97 0.89
C 0.210857 1.044746 -0.021372 -3.94 4.87 -3.32
C 1.528413 0.633047 0.017563 4.50 -1.38 -0.59
C 1.584282 -0.819732 0.092726 -3.55 3.04 -0.76
H -2.619464 1.149967 0.613653 0.25 -3.45 -1.40
H -0.293319 2.173988 -0.484365 2.13 -3.43 1.86
H 2.534237 1.278846 -0.223446 -2.99 -1.49 1.04
H 2.397495 -1.587168 0.042873 -1.23 0.95 0.28
H -0.107387 -2.122609 0.384089 0.01 3.64 -2.03
N -2.881008 0.077231 0.200815 3.30 -1.08 -1.89
N -1.869612 -0.675380 -0.366035 -6.26 6.90 3.75
N 0.145064 -1.093517 -0.046616 6.86 -7.59 2.17
```
Forces are in eV/Å.

Kohn-Sham gap ... 8.0 eV
ΔE to the lowest compared entry with this formula, charge and spin ... 144.91 kcal/mol
HOMO level ... -8.46 eV
SMILES ... [H]/N=N\c1ccc[nH]1

In elementary charge units, the Löwdin charges are:
1 C -0.467
2 C -0.124
3 C -0.154
4 C -0.048
5 H 0.113
6 H 0.180
7 H 0.146
8 H 0.106
9 H 0.228
10 N 0.029
11 N 0.016
12 N -0.023


Among the records above, which one has the highest HOMO level?
number 6


Among the records above, which one has the highest ΔE to the lowest compared entry with this formula, charge and spin?
number 6


Which value of Kohn-Sham gap does entry 1 give?
9.2 eV


What is the Kohn-Sham gap in the third record?
9.7 eV